{"formula": "C78H162F17N7O10PS2", "method": "the ωB97M-V functional and the def2-TZVPD basis", "total_charge": 1, "homo_ev": -8.59, "fmax_ev_per_a": 5.98, "homo_lumo_gap_ev": 6.80, "symbols": ["C", "C", "C", "C", "N", "C", "C", "C", "C", "C", "C", "C", "H", "H", "H", "H", "H", "H", "H", "H", "H", "H", "H", "H", "H", "H", "H", "H", "H", "H", "H", "H", "H", "H", "H", "H", "C", "C", "C", "C", "N", "C", "C", "C", "C", "C", "C", "C", "H", "H", "H", "H", "H", "H", "H", "H", "H", "H", "H", "H", "H", "H", "H", "H", "H", "H", "H", "H", "H", "H", "H", "H", "C", "C", "C", "C", "N", "C", "C", "C", "C", "C", "C", "C", "H", "H", "H", "H", "H", "H", "H", "H", "H", "H", "H", "H", "H", "H", "H", "H", "H", "H", "H", "H", "H", "H", "H", "H", "C", "C", "C", "C", "N", "C", "C", "C", "C", "C", "C", "C", "H", "H", "H", "H", "H", "H", "H", "H", "H", "H", "H", "H", "H", "H", "H", "H", "H", "H", "H", "H", "H", "H", "H", "H", "C", "C", "C", "C", "N", "C", "C", "C", "C", "C", "C", "C", "H", "H", "H", "H", "H", "H", "H", "H", "H", "H", "H", "H", "H", "H", "H", "H", "H", "H", "H", "H", "H", "H", "H", "H", "C", "C", "C", "C", "N", "C", "C", "C", "C", "C", "C", "C", "H", "H", "H", "H", "H", "H", "H", "H", "H", "H", "H", "H", "H", "H", "H", "H", "H", "H", "H", "H", "H", "H", "H", "H", "P", "F", "F", "F", "F", "F", "F", "N", "S", "O", "O", "F", "S", "O", "O", "F", "C", "O", "O", "C", "F", "F", "F", "C", "C", "H", "H", "H", "H", "H", "H", "C", "O", "O", "C", "F", "F", "F", "C", "C", "H", "H", "H", "H", "H", "H", "C", "O", "O", "C", "F", "F", "F", "C", "C", "H", "H", "H", "H", "H", "H"], "coordinates": [[5.217101, -3.471007, -5.126123], [4.296498, -3.738306, -3.883982], [3.400975, -2.504723, -3.670922], [2.611230, -2.145255, -4.869804], [1.770567, -0.956279, -4.822190], [0.654012, -1.183186, -3.835182], [-0.552825, -0.487917, -4.460223], [-0.348448, -0.597990, -5.944559], [1.115393, -0.741786, -6.188074], [2.628286, 0.222669, -4.437361], [3.847902, 0.574175, -5.293407], [4.307275, 1.992024, -4.884862], [4.611345, -3.585010, -6.005872], [5.989649, -4.207279, -5.133676], [5.642923, -2.452251, -5.081131], [4.837246, -3.775813, -2.921315], [3.660660, -4.629024, -3.960356], [4.099883, -1.700644, -3.378108], [2.848984, -2.759138, -2.815309], [2.016759, -3.006137, -5.202702], [3.372658, -1.970583, -5.659103], [0.898307, -0.887292, -2.805175], [0.511490, -2.278717, -3.739817], [-0.614341, 0.619117, -4.227408], [-1.518354, -0.887754, -4.118322], [-0.762277, 0.264272, -6.463455], [-0.828720, -1.470831, -6.383710], [1.451394, 0.173067, -6.617765], [1.450388, -1.549798, -6.803153], [2.922565, 0.078140, -3.397148], [1.998882, 1.114840, -4.480103], [3.602852, 0.527239, -6.343175], [4.627644, -0.166951, -5.193762], [4.629178, 2.051842, -3.858357], [3.607149, 2.752188, -5.127663], [5.189695, 2.206983, -5.502742], [-4.357767, 2.778514, 6.867866], [-4.243422, 1.194226, 6.888060], [-4.900828, 0.605203, 5.614665], [-3.850342, 0.487475, 4.578001], [-4.342742, 0.238693, 3.092249], [-5.742627, -0.293729, 3.049269], [-5.661394, -1.771175, 3.224312], [-4.273751, -2.171614, 2.783890], [-3.520860, -0.869305, 2.451600], [-4.234271, 1.567318, 2.330640], [-5.024366, 2.689020, 2.911685], [-4.709215, 3.972056, 2.072776], [-5.347928, 3.150674, 7.044805], [-3.977577, 3.118152, 5.902835], [-3.719560, 3.208624, 7.652785], [-4.624774, 0.900340, 7.856120], [-3.178797, 0.950755, 6.910097], [-5.713133, 1.267026, 5.284799], [-5.213116, -0.409740, 5.877217], [-3.329571, -0.404298, 4.787618], [-3.102018, 1.277364, 4.578577], [-6.146931, 0.191322, 2.132198], [-6.336826, 0.182160, 3.790042], [-6.341341, -2.361548, 2.664407], [-5.797672, -2.000179, 4.300241], [-4.336069, -2.845464, 1.953414], [-3.711598, -2.678993, 3.567233], [-3.558001, -0.581224, 1.361952], [-2.443689, -0.951095, 2.660539], [-4.492200, 1.429096, 1.311187], [-3.167854, 1.814327, 2.255178], [-4.734498, 2.822988, 3.982536], [-6.094739, 2.553098, 2.986119], [-4.517974, 4.884191, 2.605031], [-5.497385, 4.174617, 1.351995], [-3.843694, 3.780202, 1.464848], [0.955409, -5.841347, 3.083774], [0.800650, -6.583020, 1.789735], [0.162437, -5.701316, 0.746521], [0.023649, -6.648826, -0.401506], [-0.601119, -5.996235, -1.553006], [-0.957182, -6.924896, -2.616948], [-0.822045, -6.180584, -4.012388], [-0.128814, -4.846273, -3.594349], [0.433110, -5.149812, -2.216005], [-1.762133, -5.033028, -1.146877], [-2.841471, -5.827919, -0.430167], [-3.821429, -4.990318, 0.430886], [1.852120, -6.114928, 3.689342], [0.170439, -6.093972, 3.801698], [1.010667, -4.763248, 2.998359], [0.177713, -7.461781, 1.865108], [1.700705, -6.971291, 1.370972], [0.698944, -4.762451, 0.570457], [-0.828312, -5.309932, 1.033342], [-0.598804, -7.496056, -0.140828], [0.925824, -7.147505, -0.710938], [-1.979294, -7.228305, -2.448475], [-0.244623, -7.742337, -2.587206], [-1.706490, -6.047664, -4.595098], [-0.084753, -6.720300, -4.608708], [-0.858866, -4.036084, -3.593318], [0.677173, -4.516237, -4.244573], [0.665620, -4.256230, -1.613249], [1.286427, -5.818156, -2.419348], [-2.115897, -4.552179, -2.059548], [-1.390384, -4.293084, -0.459529], [-2.392924, -6.588046, 0.160894], [-3.430203, -6.286577, -1.205286], [-4.564934, -5.714493, 0.755179], [-4.372170, -4.185987, -0.113080], [-3.416538, -4.526185, 1.319369], [4.818281, 7.415668, 5.881226], [3.609565, 6.505790, 6.227565], [3.197302, 5.437624, 5.203051], [1.771024, 4.949088, 5.543904], [1.194297, 3.909172, 4.607570], [0.788755, 4.606592, 3.313696], [-0.236432, 3.707644, 2.697187], [-1.001989, 3.053356, 3.918880], [-0.146563, 3.367209, 5.131501], [2.154388, 2.730784, 4.354217], [2.731454, 2.227994, 5.660297], [3.888380, 1.202472, 5.343452], [4.701535, 7.752260, 4.830455], [5.844113, 6.955767, 5.891642], [4.933094, 8.350483, 6.486305], [2.776243, 7.188255, 6.406122], [3.793112, 6.007808, 7.199886], [3.859096, 4.571077, 5.119818], [3.173810, 5.917358, 4.206416], [1.163951, 5.863828, 5.374441], [1.632759, 4.628798, 6.563890], [1.694124, 4.825521, 2.716137], [0.270358, 5.528565, 3.641285], [0.168697, 2.974956, 1.984567], [-0.840372, 4.390214, 2.098706], [-1.125692, 2.038484, 3.728151], [-2.025683, 3.433520, 3.975291], [0.163702, 2.520371, 5.740890], [-0.493814, 4.209775, 5.743613], [2.859069, 3.156060, 3.683768], [1.688117, 1.961510, 3.792827], [1.945973, 1.708252, 6.222987], [3.156428, 3.104349, 6.220368], [3.589619, 0.436434, 4.641493], [4.155424, 0.757481, 6.295822], [4.788126, 1.683015, 4.974240], [7.078175, 0.881538, 0.590615], [6.094835, 0.834664, -0.563470], [5.370928, -0.507134, -0.489536], [4.262131, -0.604110, 0.565850], [4.293126, -1.883477, 1.341891], [3.227606, -1.826738, 2.440552], [3.736894, -2.654029, 3.629905], [5.249623, -2.719730, 3.473023], [5.571429, -2.019641, 2.163223], [3.952465, -3.090506, 0.396096], [3.937442, -4.445226, 1.118817], [3.850000, -5.520440, 0.045656], [7.722865, -0.001297, 0.711956], [6.557082, 1.008186, 1.540238], [7.823691, 1.647932, 0.498078], [6.680813, 0.877356, -1.450864], [5.416952, 1.683632, -0.656802], [6.031191, -1.297367, -0.250990], [4.959975, -0.673856, -1.497368], [3.244311, -0.502110, 0.168327], [4.377659, 0.171987, 1.354184], [2.246491, -2.165841, 2.048817], [3.150203, -0.798428, 2.695477], [3.311931, -3.679509, 3.630409], [3.399929, -2.168120, 4.571540], [5.572742, -3.767255, 3.527434], [5.741600, -2.231181, 4.282420], [6.309489, -2.609651, 1.542337], [6.050859, -1.062560, 2.240734], [4.723066, -3.106159, -0.408379], [2.965641, -2.866339, -0.029068], [3.047271, -4.434576, 1.733279], [4.801420, -4.610743, 1.796375], [2.950314, -5.449787, -0.527270], [3.687666, -6.496847, 0.480016], [4.739487, -5.533198, -0.592831], [1.229967, 4.251631, -6.419725], [0.843059, 4.642011, -4.982179], [-0.281436, 3.874665, -4.404217], [-0.613885, 4.582177, -3.070425], [-1.944681, 4.160374, -2.521992], [-1.846686, 2.652181, -2.176726], [-2.936534, 1.988925, -3.059885], [-3.306355, 3.026699, -4.117165], [-3.157591, 4.318427, -3.413877], [-2.180874, 5.032335, -1.224753], [-2.213537, 6.506312, -1.511084], [-1.965326, 7.360696, -0.240613], [1.309836, 3.164614, -6.508309], [2.149943, 4.657320, -6.815361], [0.472318, 4.545313, -7.119411], [0.550635, 5.698119, -5.051934], [1.758663, 4.566994, -4.362679], [-0.058975, 2.813478, -4.234300], [-1.118922, 3.871011, -5.111747], [-0.707646, 5.604948, -3.269036], [0.113966, 4.425943, -2.258688], [-1.993115, 2.535188, -1.101452], [-0.797732, 2.292333, -2.333683], [-3.868884, 1.789729, -2.502749], [-2.558764, 1.075512, -3.480414], [-4.314279, 2.867687, -4.427289], [-2.679632, 3.018383, -5.001680], [-3.986294, 4.624747, -2.794784], [-2.976244, 5.080976, -4.167925], [-1.363977, 4.728228, -0.533107], [-3.160738, 4.634810, -0.902313], [-3.213046, 6.745612, -1.944351], [-1.425682, 6.774133, -2.218758], [-1.732668, 8.342195, -0.620976], [-1.155288, 6.999209, 0.409832], [-2.898765, 7.495700, 0.339453], [0.123115, -1.040148, 4.887946], [1.441854, -0.019970, 4.813700], [0.963049, -2.340445, 4.522739], [0.418234, -1.360342, 6.464535], [-1.175131, -1.936459, 5.049520], [-0.797865, 0.313016, 5.243713], [-0.168221, -0.750494, 3.362568], [-5.430390, 1.763809, -0.871527], [-5.907534, 0.353768, -1.487069], [-5.390524, 0.124335, -2.831816], [-7.255505, -0.061440, -1.172304], [-4.985453, -0.527820, -0.562806], [-6.272391, 2.989769, -1.208217], [-7.089153, 2.890181, -2.427713], [-5.478794, 4.254450, -1.091282], [-7.351360, 3.196559, -0.006970], [-4.825206, -4.537307, -3.446540], [-5.615009, -5.590348, -4.086267], [-3.488592, -4.695423, -3.393038], [-5.212310, -3.322967, -4.306802], [-6.234893, -2.614452, -3.661747], [-4.260591, -2.458641, -4.494318], [-5.707338, -3.521339, -5.503727], [-5.032882, -6.334699, -5.150564], [-6.024581, -7.301192, -5.844571], [-6.945534, -6.766981, -6.117387], [-5.665323, -7.945112, -6.653977], [-6.390710, -7.972206, -5.037256], [-4.096573, -6.764275, -4.750139], [-4.636969, -5.611163, -5.872968], [-5.405422, -4.392911, -2.520592], [1.828882, 3.873950, -0.070856], [2.754827, 4.690457, 0.722375], [0.778531, 4.569620, -0.401214], [2.635505, 3.249459, -1.326223], [3.679554, 4.015101, -1.678801], [3.203537, 2.022014, -1.148605], [1.857021, 3.145778, -2.419503], [3.918837, 4.232563, 1.277651], [4.936138, 5.260097, 1.668209], [5.801087, 4.735081, 2.099338], [5.219498, 5.887914, 0.801679], [4.451655, 5.880383, 2.448352], [4.267307, 3.450966, 0.607847], [3.621535, 3.781869, 2.316285], [1.621729, 3.030866, 0.577128], [0.308095, -1.191186, 0.422476], [-1.073994, -1.598978, 0.171917], [1.139772, -1.501998, -0.586008], [0.359827, 0.318752, 0.746947], [-0.699302, 0.783013, 1.524220], [1.465977, 0.629660, 1.491145], [0.492401, 1.125446, -0.283437], [-1.679369, -0.975263, -0.953806], [-2.534131, -1.885230, -1.720204], [-3.192907, -2.523281, -1.131472], [-3.113329, -1.322929, -2.440005], [-1.948170, -2.473415, -2.412538], [-0.871702, -0.612999, -1.599911], [-2.229982, -0.109747, -0.668884], [0.422828, -1.678654, 1.376747]], "forces_ev_per_a": [[-0.768, -0.277, 1.643], [0.259, 1.320, -0.415], [1.453, -0.021, 0.539], [1.382, -1.007, -1.698], [0.288, 0.483, 0.146], [-0.870, -0.234, 0.554], [-0.434, 1.287, 0.895], [-1.181, -0.924, -1.021], [0.562, 0.482, 0.775], [-0.159, 0.881, 0.228], [-0.673, -0.017, 0.511], [1.480, -1.266, -1.137], [-0.002, -0.011, -0.606], [0.718, -0.335, -0.282], [-0.115, -0.492, -0.017], [0.189, -0.447, -0.611], [0.365, -0.021, -0.238], [-0.430, -0.091, -0.166], [-1.389, 0.193, 1.271], [-0.113, 0.297, 0.062], [-0.717, 0.012, 0.159], [0.295, 0.264, -0.258], [-0.087, 0.586, -0.404], [0.448, -1.176, 0.180], [0.422, -0.131, -0.126], [0.068, 0.003, -0.060], [-0.386, -0.080, 0.247], [0.865, 0.609, -0.136], [-0.191, -0.485, -0.467], [-0.131, 0.033, -0.020], [-0.345, -0.220, 0.219], [-0.241, 0.302, -0.476], [0.467, -0.080, 0.376], [-0.151, 0.023, 0.464], [-0.919, 0.555, 0.028], [-0.068, 0.095, 0.232], [1.380, -1.300, 0.140], [0.096, 2.233, -0.219], [-0.296, 0.341, 1.494], [0.146, -0.519, -1.742], [1.075, 1.059, 1.448], [-0.517, 1.700, -1.465], [0.386, -0.379, 1.207], [1.213, 0.521, 0.337], [-0.191, 0.116, -2.195], [0.758, -0.921, 0.492], [0.562, 1.693, 1.402], [-0.596, -0.895, -0.196], [-0.648, -0.030, -0.142], [-0.118, 0.318, 0.051], [-0.091, -0.112, -0.229], [-0.517, -0.647, -0.109], [0.012, -0.132, -0.076], [-0.045, -0.415, 0.396], [-0.650, 0.252, -0.285], [0.984, -0.974, 0.279], [-0.248, 0.163, -0.294], [0.082, -1.304, 0.002], [-0.279, 0.269, 0.810], [-1.119, -0.062, -0.398], [-0.083, 0.012, -0.576], [0.229, -0.068, -0.547], [-0.122, -0.129, 0.087], [-0.108, -0.705, 0.917], [-0.497, 0.745, 0.607], [-0.675, -0.654, -0.990], [-0.052, -0.058, 0.553], [0.039, 0.152, -0.799], [-0.318, -0.416, -0.459], [-0.034, 0.242, 0.688], [-0.094, -0.009, 0.124], [0.622, -0.027, -0.318], [0.979, -0.672, 2.142], [-0.514, 0.845, 0.322], [-0.334, -0.169, 0.382], [-1.141, 0.073, -0.297], [0.516, 2.254, -0.292], [-1.143, -0.061, -1.947], [1.963, 0.147, 1.306], [-0.895, 0.164, -0.100], [0.318, 0.570, -0.815], [-0.019, -0.858, 0.268], [-0.687, 1.487, -0.800], [-0.401, -0.123, -0.760], [-0.265, -0.023, -0.698], [-0.302, 0.312, -0.303], [-0.223, 0.281, -0.261], [-0.314, -0.307, 0.531], [1.102, -0.072, -0.049], [0.485, -0.350, -0.324], [0.377, -0.640, 0.355], [-0.425, -0.005, 0.348], [0.749, 0.293, -0.310], [-0.140, -0.489, -0.029], [-0.139, -0.273, 0.151], [-0.813, 0.159, 0.161], [-0.172, -0.288, -0.048], [-0.119, -0.071, 0.167], [0.140, -0.282, -0.240], [0.101, -0.434, -0.122], [0.063, 0.367, 0.598], [-0.379, -0.378, 0.021], [0.710, 0.366, -0.113], [0.191, -0.704, 0.747], [-0.404, -0.386, -0.267], [-0.269, 0.135, 0.207], [0.561, -0.720, 0.011], [0.583, -0.075, 0.164], [0.888, 0.180, -0.964], [0.905, 0.019, 1.015], [-0.395, 0.089, -0.445], [-0.042, 1.132, -0.999], [-0.328, -0.064, -0.436], [0.667, -0.026, 0.553], [-0.563, -0.098, -0.353], [0.349, 1.886, -1.155], [1.109, 0.686, 0.417], [-0.336, 1.568, 0.966], [1.181, -0.203, -0.522], [-0.573, 0.959, 0.855], [-0.006, 0.000, 0.459], [-1.112, -0.088, 0.193], [-0.549, -0.941, -0.229], [-0.206, -0.126, -0.113], [-0.095, 0.206, -0.333], [0.345, 0.418, 0.210], [-0.062, -0.288, 0.316], [-0.085, -0.753, 0.413], [0.194, -0.219, 0.314], [-0.684, -0.023, 0.117], [0.524, -0.299, -0.223], [-0.078, 0.167, 0.536], [-0.359, -0.367, -0.091], [0.229, -1.909, -0.052], [0.201, 0.393, 0.328], [-0.700, -0.015, 0.124], [-0.421, -0.508, -0.041], [1.025, 0.216, -0.186], [-1.011, -0.631, -0.287], [0.406, 0.265, 0.082], [-0.413, -1.177, -0.197], [-0.192, -0.105, 0.002], [0.101, -0.388, 0.015], [0.064, 0.352, -0.175], [0.242, 0.235, 0.750], [0.504, -0.780, 0.844], [-1.700, 0.764, -0.901], [-0.247, 0.987, 0.413], [-0.750, -1.097, 0.385], [-0.493, -1.136, -0.269], [-0.973, -0.108, 0.334], [-0.173, -0.353, -0.021], [1.189, -1.930, -1.910], [1.348, 0.446, 0.606], [0.125, 0.556, -0.279], [0.247, -0.434, 0.577], [-0.536, -0.249, -0.398], [0.085, 0.191, 0.149], [0.056, 0.880, -0.008], [0.403, -0.223, -1.022], [-0.028, -0.092, 0.521], [1.214, -0.698, -0.206], [-0.137, -0.390, 0.375], [0.206, -0.143, -0.089], [0.016, -0.248, -0.601], [0.739, 0.298, 0.096], [-0.218, 0.865, 0.303], [0.127, 0.768, 0.043], [0.290, -0.360, -0.659], [0.116, 0.358, -0.333], [0.422, 0.502, 0.572], [-0.809, 0.439, 0.587], [-0.285, 0.645, 0.333], [-0.443, 0.210, 0.546], [0.097, 0.258, 0.034], [-0.220, -0.395, 0.203], [-0.401, 0.138, -0.648], [-0.521, 0.707, -0.811], [0.596, -0.390, 0.376], [-0.244, -0.069, 0.019], [-0.260, -0.834, 0.313], [2.037, 0.736, -1.384], [-0.602, -0.105, 0.878], [-0.762, -1.854, -0.788], [0.383, 0.249, 1.644], [-0.143, 0.212, -0.070], [0.105, 0.425, 0.631], [0.024, -0.972, 0.112], [1.027, 0.947, -0.505], [0.073, -2.044, -0.194], [-0.405, 0.293, 0.311], [-0.966, -0.155, -0.202], [0.069, -0.162, 0.007], [0.380, 0.324, 0.337], [-0.629, 0.164, -0.373], [0.185, -0.081, 0.360], [-0.598, 0.202, -0.051], [0.269, 0.134, -0.054], [0.169, 0.340, 0.230], [0.092, 1.376, -0.405], [-0.203, 0.087, -0.298], [-0.318, 0.097, -0.073], [-0.946, 0.481, -0.183], [0.964, -0.047, -0.120], [-0.128, -0.487, -0.123], [-0.799, -0.079, -0.323], [-0.018, -0.328, -0.047], [-0.297, -0.238, 0.166], [0.192, 0.482, 0.297], [-0.406, 0.325, -0.477], [0.447, 0.410, 0.281], [0.786, 0.142, 0.164], [-0.315, 0.063, 0.123], [0.324, 0.485, 0.207], [-0.217, -0.006, -0.410], [0.489, -0.325, -0.102], [-0.228, 0.898, 2.260], [-0.736, -1.310, 0.010], [0.936, -0.184, -0.663], [0.288, 1.135, -0.510], [-1.213, -0.310, -0.553], [0.572, -0.612, 0.369], [-0.026, -0.204, -0.630], [0.273, -1.161, 0.702], [-1.121, -1.459, -2.364], [-0.714, 0.651, 2.297], [1.662, 0.833, -0.052], [0.233, -0.134, 0.370], [-1.580, 5.093, -2.707], [1.410, -0.229, 2.403], [-1.197, -2.992, 0.153], [0.851, -0.658, -0.613], [1.149, -0.600, -1.395], [-0.689, -1.362, 0.326], [-1.297, -0.300, 0.208], [-2.133, 1.323, 1.247], [0.551, -0.457, 0.066], [2.085, 1.446, 0.170], [-0.520, -1.042, -1.569], [1.263, 1.025, -0.435], [-0.687, 0.036, 2.246], [0.481, 0.065, -0.344], [0.290, 0.553, 0.122], [0.231, 0.042, -0.454], [-0.476, -0.663, -0.199], [-0.175, -0.044, -0.341], [0.371, -0.144, 0.301], [-0.273, 0.002, 0.108], [-0.661, 2.338, -0.742], [0.607, -0.429, -0.207], [0.255, 0.862, 0.357], [0.202, 0.497, -0.325], [-0.563, -0.290, 0.328], [0.011, -0.380, 0.048], [-0.950, -2.328, 1.725], [-0.280, 0.772, -0.416], [-0.155, 0.333, -0.153], [0.049, -0.232, 0.552], [0.581, -0.004, -0.453], [0.870, -0.350, 0.366], [0.767, -0.095, -1.647], [0.047, -0.873, 0.333], [-0.481, -0.552, -1.738], [-0.111, 0.305, 0.120], [0.043, 0.191, 0.931], [-0.100, 0.669, 1.486], [0.549, -0.296, -1.227], [0.123, -0.571, 0.440], [-0.792, 0.280, -1.184], [1.519, 0.239, 0.122], [-0.383, -0.605, -1.194], [0.044, 0.108, -0.058], [-0.719, 0.348, 0.135], [0.296, -0.777, 0.203], [-0.040, 0.044, -0.064], [-0.607, 0.942, 0.703], [0.557, -0.347, 0.631]]}